235
Properties=species:S:1:pos:R:3:forces:R:3:mulliken_charge:R:1 method="wB97M-V/def2-TZVPD" lumo_ev=-4.6 e_tot_ev=-197746.309 e_homo_ev=-6.630 total_charge=+1 spin_multiplicity=1
C -10.37584 10.74994 8.42169 0.8 0.3 -0.8 -1.032
C -10.24800 10.63333 6.85628 -0.7 0.1 1.1 -0.575
N -9.10427 9.79311 6.48947 2.2 -0.1 -1.7 0.180
C -9.02458 8.43385 6.59735 0.8 -1.2 -0.9 -0.364
C -7.81083 7.99298 6.03206 -2.1 0.2 2.4 -0.315
N -7.09323 9.08392 5.71372 -3.9 2.1 0.1 0.164
C -7.96933 10.19476 5.86027 1.4 -1.8 0.8 -0.178
C -5.79927 9.09169 5.12375 1.2 0.7 -1.0 -0.795
H -10.57614 9.81389 8.94302 -0.4 0.0 -0.3 0.333
H -11.03743 11.55970 8.72941 -0.4 -0.4 -0.3 0.356
H -9.41790 11.07149 8.83040 0.3 0.0 -0.2 0.342
H -10.17445 11.61646 6.39137 0.6 0.0 0.2 0.345
H -11.11507 10.20510 6.35337 -0.1 -0.2 0.4 0.358
H -9.86333 7.84717 6.94189 0.2 0.1 0.1 0.398
H -7.42769 6.98329 6.04389 0.1 0.2 -0.3 0.434
H -7.73672 11.20795 5.56743 0.1 -0.1 0.1 0.359
H -5.54740 8.17774 4.58582 -0.5 -0.1 0.1 0.373
H -5.01767 9.22933 5.87091 -0.1 0.3 -0.1 0.294
H -5.86770 9.89640 4.39171 0.8 0.0 0.0 0.323
C 2.97408 3.35329 4.97846 0.8 0.0 1.5 -1.155
C 3.96333 3.04834 6.19673 -1.4 1.6 -0.9 -0.328
N 4.70851 1.90788 5.84457 2.2 -5.1 0.8 0.212
C 5.34794 1.71850 4.66240 0.3 0.6 -0.4 -0.348
C 5.97561 0.50685 4.68096 0.2 0.1 -1.1 -0.594
N 5.72053 -0.13454 5.85847 -1.1 3.0 0.6 0.142
C 4.96635 0.78128 6.57775 -0.5 -0.4 -0.5 -0.139
C 6.21546 -1.49573 6.17797 -1.4 1.0 0.3 -0.855
H 2.39853 2.47142 4.69713 0.1 -0.1 0.2 0.344
H 3.59989 3.66674 4.14287 -0.4 0.3 0.0 0.443
H 2.27362 4.13456 5.27351 0.2 0.1 -0.2 0.367
H 3.48955 2.89958 7.16704 -0.1 0.0 -0.2 0.333
H 4.72066 3.82647 6.29199 -0.4 0.5 0.1 0.285
H 5.28951 2.55673 3.98391 0.5 -0.5 -0.5 0.484
H 6.59018 0.05149 3.91849 -0.1 0.1 0.0 0.469
H 4.43094 0.59168 7.49633 0.4 -0.1 0.1 0.331
H 5.55728 -2.15184 5.60839 0.6 -0.3 -0.2 0.368
H 5.97608 -1.64990 7.23012 0.5 -0.1 0.0 0.315
H 7.27797 -1.53587 5.93803 -0.3 -0.3 0.1 0.327
C 9.87983 -3.42530 -3.62413 1.2 0.2 0.4 -1.018
C 9.94564 -4.89339 -4.00052 0.5 0.3 1.1 -0.627
N 8.94642 -5.15530 -4.94801 -3.5 -2.9 -1.3 0.213
C 9.12781 -5.02885 -6.30734 -2.6 -0.4 0.0 -0.303
C 7.90575 -5.37579 -6.88427 0.7 0.3 1.0 -0.505
N 7.02262 -5.76725 -5.87245 3.8 0.4 1.4 0.129
C 7.69625 -5.73295 -4.67305 1.3 2.1 -2.8 -0.149
C 5.68061 -6.15144 -6.12229 -1.2 -1.0 0.3 -0.858
H 9.03773 -3.14257 -2.99244 0.0 -0.3 -0.1 0.322
H 9.90314 -2.77986 -4.50216 -0.1 -0.1 -0.1 0.352
H 10.80844 -3.23359 -3.08650 -0.1 0.3 0.3 0.352
H 9.76513 -5.56228 -3.15904 0.2 0.2 0.2 0.335
H 10.88643 -5.19302 -4.46230 0.2 0.3 0.2 0.370
H 10.06012 -4.69567 -6.73883 -0.2 0.0 0.0 0.435
H 7.57935 -5.34526 -7.91330 0.1 0.0 0.1 0.503
H 7.30742 -5.97297 -3.69449 0.0 0.1 -0.1 0.413
H 5.16063 -6.41126 -5.20023 0.0 0.9 0.2 0.316
H 5.65097 -7.13520 -6.59073 0.1 0.4 -0.9 0.337
H 5.22146 -5.33248 -6.67599 -0.4 -0.5 0.0 0.384
C 4.11478 0.27464 -3.70996 0.7 -1.7 0.8 -1.339
C 3.79121 1.45452 -2.79776 1.7 1.5 -1.7 -0.274
N 2.51670 1.44912 -2.18208 -4.4 -1.3 1.6 0.222
C 1.77016 2.55516 -1.69766 -0.2 -0.4 0.1 -0.545
C 0.60408 2.11906 -1.07493 2.2 -2.1 -1.2 -0.456
N 0.68525 0.71778 -1.18860 0.8 -0.4 -1.1 0.151
C 1.80784 0.31856 -1.87577 -1.1 2.9 0.5 -0.174
C -0.35907 -0.23109 -0.81666 0.1 -1.0 0.4 -0.908
H 3.38379 -0.04021 -4.45469 -0.5 0.6 0.2 0.384
H 4.35064 -0.61562 -3.12695 -0.5 -0.3 0.4 0.364
H 5.04808 0.29426 -4.27269 0.0 1.2 0.0 0.368
H 3.86706 2.32806 -3.44527 -0.4 0.3 0.1 0.361
H 4.46086 1.71966 -1.97961 0.7 -0.7 -0.2 0.376
H 2.16112 3.54710 -1.86969 -0.1 0.0 0.2 0.551
H -0.29210 2.47965 -0.59196 0.5 0.7 -0.1 0.525
H 1.96420 -0.66816 -2.28605 0.2 0.0 0.4 0.369
H -1.28990 -0.15144 -1.37817 0.3 0.4 -0.2 0.361
H -0.59037 -0.22298 0.24849 0.1 0.5 0.0 0.354
H 0.03901 -1.23186 -0.98427 0.0 0.0 -0.2 0.313
C -4.09713 8.74019 -3.01803 0.2 1.1 0.8 -1.168
C -4.43607 8.47908 -4.49367 0.6 -0.4 2.2 -0.370
N -3.35688 7.63805 -5.05775 -0.3 -3.2 -1.0 0.206
C -2.06251 8.02388 -5.26523 0.4 -2.3 -0.8 -0.385
C -1.37393 6.87098 -5.75338 -0.6 2.6 1.2 -0.403
N -2.23885 5.82188 -5.76115 -2.2 3.9 1.4 0.178
C -3.47548 6.27112 -5.37017 1.6 2.0 0.2 -0.249
C -1.89137 4.55464 -6.21482 -0.4 -2.4 -0.6 -0.801
H -3.14223 9.25380 -2.90636 0.4 -0.5 0.0 0.378
H -4.19096 7.89966 -2.33042 0.4 -0.4 -0.5 0.322
H -4.73016 9.48141 -2.53021 -0.6 0.1 -0.6 0.378
H -4.46650 9.45336 -4.98148 -0.4 -0.5 -0.5 0.323
H -5.34461 7.88289 -4.40878 -0.1 0.3 -1.1 0.274
H -1.79241 9.03914 -5.01485 0.5 -0.2 -0.3 0.447
H -0.34059 6.75518 -6.04525 -0.1 0.1 0.1 0.510
H -4.37372 5.67245 -5.33623 0.1 0.2 0.1 0.377
H -2.41452 3.79729 -5.63101 0.1 0.0 0.2 0.349
H -0.81800 4.40296 -6.10087 -0.2 0.0 -0.4 0.291
H -2.29001 4.45314 -7.22422 0.7 -0.2 -0.2 0.344
C -8.47833 -1.10526 4.17893 0.4 0.6 0.4 -1.130
C -8.57158 -2.57456 4.42671 1.5 0.2 -0.2 -0.228
N -9.88434 -3.04505 4.18668 -5.5 -2.2 -2.3 0.225
C -10.51332 -4.06555 4.92477 -1.8 1.2 -2.0 -0.284
C -11.77018 -4.28119 4.34440 1.2 0.3 0.1 -0.459
N -11.94388 -3.47237 3.18992 2.9 -0.7 2.6 0.153
C -10.76768 -2.77274 3.08630 0.6 -0.6 2.0 -0.321
C -13.12519 -3.48226 2.30872 0.0 0.8 -1.0 -0.798
H -8.85413 -0.56070 5.04514 -0.2 0.0 -0.1 0.317
H -9.04893 -0.79480 3.30364 0.5 0.1 -0.1 0.336
H -7.41677 -0.86523 4.11916 -0.2 0.3 -0.4 0.373
H -8.27685 -2.78100 5.45560 -0.3 -0.2 0.0 0.279
H -7.89904 -3.15554 3.79563 0.2 0.1 -0.1 0.291
H -10.04895 -4.53773 5.77789 -0.1 0.2 0.0 0.431
H -12.51981 -4.98199 4.68105 -0.1 0.2 -0.2 0.416
H -10.53948 -2.12192 2.25517 0.0 0.2 0.2 0.399
H -13.53364 -2.47851 2.19147 0.2 0.1 0.3 0.356
H -13.96845 -4.10403 2.60940 0.6 -0.2 0.7 0.310
H -12.84610 -3.79333 1.30202 0.2 -0.1 0.1 0.335
C -9.28000 -9.96074 -0.03967 0.4 0.6 -1.7 -1.219
C -9.74412 -8.45463 -0.08287 0.1 -2.9 1.5 -0.366
N -8.84113 -7.66006 -0.88498 -0.9 1.1 -1.6 0.225
C -7.47372 -7.59233 -0.70244 -0.2 2.2 -1.8 -0.359
C -7.01433 -6.62631 -1.63698 -1.6 -1.2 1.2 -0.565
N -8.13097 -6.14839 -2.30752 -1.0 -2.4 1.0 0.074
C -9.25499 -6.83597 -1.91859 3.4 -0.3 1.7 -0.062
C -8.12910 -5.17631 -3.38480 -0.5 -0.5 -0.2 -0.777
H -8.27477 -10.14868 0.33755 -0.2 0.3 0.8 0.338
H -9.12417 -10.20800 -1.08975 -0.4 -0.4 -0.2 0.379
H -10.01698 -10.65839 0.35813 0.1 0.3 0.2 0.363
H -9.76160 -8.16511 0.96783 0.0 0.8 -0.2 0.278
H -10.76817 -8.51940 -0.45061 0.2 0.7 -0.3 0.343
H -7.01512 -8.13633 0.11007 0.2 0.1 -0.3 0.459
H -6.03638 -6.26614 -1.92033 0.0 0.0 0.3 0.524
H -10.23010 -6.81779 -2.38253 0.1 0.2 0.2 0.362
H -7.74563 -5.66767 -4.27900 0.4 0.4 0.0 0.363
H -7.56937 -4.31356 -3.02360 -0.2 0.1 -0.6 0.364
H -9.19237 -5.01754 -3.56466 0.2 0.8 -0.1 0.273
C 12.90083 2.27564 -9.32306 0.3 0.0 0.1 -1.254
C 11.79968 3.16616 -8.80694 -0.6 0.2 -0.1 -0.230
N 11.62044 3.18937 -7.34355 2.0 -0.5 2.9 0.167
C 10.54076 3.64130 -6.65399 -1.4 0.0 0.1 -0.586
C 10.81905 3.62471 -5.32213 -0.5 0.7 1.2 -0.257
N 12.09798 3.23446 -5.13374 1.0 -1.3 -3.6 0.144
C 12.56668 2.92376 -6.37930 0.0 0.6 -0.4 -0.323
C 12.81876 3.09794 -3.89129 0.3 0.6 0.8 -0.773
H 12.57489 1.90040 -10.29315 0.3 0.1 0.0 0.348
H 13.10162 1.40571 -8.69776 -0.2 0.0 0.1 0.362
H 13.82266 2.85046 -9.41199 0.1 -0.2 -0.2 0.352
H 10.84865 2.86479 -9.24605 -0.1 0.1 0.3 0.428
H 11.98552 4.20227 -9.08984 -0.1 0.0 -0.1 0.292
H 9.60336 3.85791 -7.14467 0.1 0.2 0.0 0.503
H 10.33319 3.89092 -4.39505 -0.9 0.2 -0.6 0.469
H 13.58367 2.61367 -6.56898 -0.2 0.0 -0.1 0.397
H 12.09931 3.24387 -3.08556 0.1 -0.4 0.0 0.293
H 13.55323 3.89288 -3.76188 -0.1 0.2 -0.3 0.342
H 13.37310 2.16306 -3.80879 -0.5 -0.1 -0.1 0.326
C -3.68814 -11.08713 -3.40170 2.0 -1.4 0.1 -1.007
C -2.74919 -12.04673 -2.49547 -1.3 0.7 -1.5 -0.658
N -2.57501 -11.50334 -1.19366 2.3 2.2 4.3 0.224
C -3.05986 -11.98123 0.04621 1.1 0.8 -0.3 -0.410
C -2.47052 -11.24499 1.06010 -0.3 0.4 -1.5 -0.314
N -1.66173 -10.27141 0.46122 -1.0 -1.7 -1.3 0.134
C -1.67475 -10.48232 -0.88279 -1.7 -1.0 1.0 -0.267
C -0.86474 -9.27522 1.17499 0.3 0.9 -0.9 -0.739
H -3.23372 -10.13765 -3.68472 0.4 0.0 0.5 0.385
H -4.66091 -10.84856 -2.97171 0.0 -0.6 -0.1 0.317
H -3.67274 -11.63969 -4.34114 -0.9 0.1 -0.1 0.344
H -1.74930 -12.25451 -2.87645 -0.1 0.5 -0.6 0.397
H -3.16052 -13.05075 -2.39127 -0.4 0.2 0.0 0.352
H -3.69642 -12.85274 0.08697 0.0 0.2 0.0 0.446
H -2.56361 -11.26431 2.13591 -0.1 -0.2 -0.2 0.408
H -1.09595 -9.89469 -1.57999 -0.1 -0.1 -0.1 0.429
H -1.19405 -8.25136 0.99788 -0.7 -0.1 -0.1 0.350
H 0.09792 -9.25110 0.66429 0.4 -0.4 0.9 0.342
H -0.90539 -9.42608 2.25373 0.5 -0.4 -0.3 0.268
C 0.66398 -3.17714 8.54958 -0.3 -0.3 0.6 -1.058
C -0.07760 -3.38376 9.94889 0.5 0.0 -1.6 -0.562
N 0.78340 -3.02195 11.06755 0.7 1.6 1.4 0.167
C 2.02482 -3.68635 11.22825 -1.8 1.5 1.6 -0.479
C 2.64282 -3.03872 12.27274 -0.7 0.8 -0.6 -0.310
N 1.84668 -1.94287 12.66356 -1.7 -2.5 -2.1 0.123
C 0.64395 -1.99429 11.97280 3.5 -1.5 -1.3 -0.124
C 2.16821 -1.02381 13.68938 0.7 1.6 1.2 -0.817
H -0.01629 -3.29216 7.70571 -0.3 -0.3 0.3 0.357
H 1.48104 -3.88689 8.42013 -0.1 -0.2 0.1 0.371
H 1.10153 -2.19757 8.35692 -0.2 0.3 0.7 0.328
H -0.26649 -4.43359 10.17315 -0.4 -0.1 -0.7 0.302
H -1.02122 -2.83927 9.91418 0.2 0.1 0.5 0.414
H 2.14060 -4.63431 10.72389 0.5 0.3 0.0 0.437
H 3.60192 -3.19475 12.74409 -0.2 -0.1 0.0 0.426
H -0.08397 -1.19647 11.96746 -0.2 -0.3 0.0 0.431
H 2.25998 -0.00235 13.32017 -0.5 0.0 -0.3 0.361
H 3.18076 -1.18901 14.05756 -0.2 -0.5 0.2 0.290
H 1.43563 -1.04736 14.49615 0.2 -0.1 0.0 0.344
B 4.35649 9.33962 -4.41837 1.1 0.2 0.9 0.626
F 5.22696 10.26504 -3.94548 2.7 2.2 -0.2 -0.410
F 5.00924 8.12114 -4.41663 0.2 -1.7 -0.3 -0.422
F 3.41363 9.41060 -3.44892 -3.2 -1.0 0.9 -0.389
F 3.92972 9.64519 -5.67802 -1.0 0.2 -1.5 -0.404
B 4.71218 4.43263 -11.13872 0.6 0.1 -2.0 0.647
F 5.84811 4.49611 -11.99597 1.7 0.6 1.0 -0.451
F 4.86076 3.70488 -9.98838 0.6 -0.5 1.1 -0.402
F 4.24676 5.70046 -10.86521 -0.2 1.0 0.5 -0.396
F 3.88414 3.79718 -12.01739 -2.7 -1.2 -0.6 -0.398
B 0.64872 9.60466 1.74342 1.7 -1.4 1.2 0.616
F 0.40942 10.07546 3.03676 -0.8 -0.2 1.4 -0.434
F -0.11644 8.47283 1.42934 -1.1 -0.3 0.0 -0.444
F 0.51217 10.62603 0.92920 -1.5 2.7 -2.7 -0.344
F 1.97700 9.22847 1.65446 1.3 -0.9 0.4 -0.395
B 6.81304 -1.25376 -12.01816 0.3 -0.5 1.1 0.638
F 7.73383 -0.79115 -11.04438 1.0 0.0 0.2 -0.451
F 6.63547 -0.32290 -12.96289 -0.1 1.3 -1.5 -0.358
F 7.19840 -2.47656 -12.56683 1.1 -0.9 -0.6 -0.428
F 5.67001 -1.52734 -11.32634 -2.1 -0.2 1.0 -0.401
B -2.84040 1.85208 7.71866 0.4 0.7 -0.2 0.596
F -3.93903 1.32287 8.31096 -1.7 -1.1 1.3 -0.405
F -1.80078 2.05458 8.56875 1.7 0.2 2.6 -0.415
F -2.35861 1.03054 6.77295 0.7 -2.6 -2.5 -0.399
F -3.14473 3.03562 7.14863 -1.0 2.4 -1.0 -0.378
B 4.65432 -4.31899 1.02272 -1.9 -1.7 -0.2 0.600
F 3.81250 -4.92870 0.04284 -0.3 0.0 -0.3 -0.450
F 5.41348 -3.39467 0.44804 1.6 2.2 -1.2 -0.349
F 3.84652 -3.79597 2.01857 -0.7 0.8 0.9 -0.418
F 5.40569 -5.32054 1.56289 1.3 -1.3 0.9 -0.385
B -7.72861 4.04394 -0.99120 -0.7 3.3 -0.6 0.575
F -8.40230 4.45834 0.12032 -0.3 2.0 2.9 -0.416
F -8.35807 4.67529 -2.06020 -0.2 1.0 -1.6 -0.432
F -6.38795 4.32765 -1.02802 1.3 0.1 0.3 -0.402
F -8.04714 2.80009 -1.03324 -0.1 -6.7 -0.9 -0.327
B 7.82680 7.19232 0.79239 0.5 2.6 0.8 0.611
F 9.19116 7.30320 0.53338 1.4 -0.3 -0.2 -0.432
F 7.66154 7.14138 2.17832 -0.1 -0.9 1.3 -0.438
F 7.18648 8.31888 0.36861 -0.5 1.7 -0.5 -0.377
F 7.28714 6.18096 0.13131 -1.0 -3.5 -1.1 -0.366
B -1.51519 -4.35718 -5.40102 0.1 1.7 -0.4 0.630
F -0.57687 -3.69916 -6.20119 0.3 -0.3 -0.4 -0.403
F -0.86965 -4.99175 -4.37679 0.8 -1.0 1.5 -0.404
F -2.37637 -3.38495 -4.90222 -0.8 1.1 1.1 -0.426
F -2.32581 -5.22099 -6.06441 -0.7 -1.8 -1.3 -0.397